A 2-piece molecular cluster, C4H10N2O2 overall, computed with wB97M-V/def2-TZVPD.

The calculation puts the LUMO energy at 0.28 eV. For the molar mass, the calculation gives 118.1 g/mol. The calculation puts the frontier orbital gap at 8.40 eV. The value obtained for the energy above the lowest of the compared OMol25 structures with the same formula, charge and spin is 41.46 kcal/mol. The spin multiplicity is 1.

Cartesian coordinates (Å):
C1 -1.231 0.154 -2.134
N1 -1.943 0.178 -0.863
C2 -1.454 -0.322 0.234
N2 -2.090 -0.274 1.389
H1 -1.070 1.169 -2.482
H2 -1.809 -0.399 -2.873
H3 -0.264 -0.286 -1.933
H4 -2.839 0.633 -0.800
H5 -0.462 -0.824 0.191
H6 -2.902 0.272 1.558
H7 -1.590 -0.641 2.186
O1 1.299 -1.147 0.475
C3 1.632 0.059 0.330
O2 0.914 0.935 -0.198
C4 2.997 0.458 0.870
H8 3.051 1.524 1.077
H9 3.223 -0.145 1.744
H10 3.770 0.282 0.120

One molecule with the formula C4H10N2O2 in a non-equilibrium geometry, computed with wB97M-V/def2-TZVPD.

The calculation puts the LUMO energy at -3.79 eV. For the molar mass, the calculation gives 118.1 g/mol. The calculation puts the frontier orbital gap at 5.11 eV. The value obtained for the energy above the lowest of the compared OMol25 structures with the same formula, charge and spin is 186.50 kcal/mol. The spin multiplicity is 1.

Cartesian coordinates (Å):
O1 -0.590 0.979 -1.600
C1 -0.964 -0.051 -0.918
N1 0.018 -1.125 -0.989
C2 1.171 -1.226 -0.134
N2 2.241 -0.262 -0.347
C3 -1.507 0.355 0.480
C4 -0.532 1.183 1.429
O2 -0.086 0.362 2.305
H1 0.260 -1.217 -1.966
H2 0.886 -1.104 0.902
H3 1.535 -2.248 -0.211
H4 1.880 0.659 -0.141
H5 2.486 -0.191 -1.321
H6 -1.819 -0.560 1.001
H7 -2.391 0.966 0.310
H8 0.260 1.573 0.762
H9 -1.159 1.973 1.798
H10 -1.882 -0.513 -1.355

A 3-piece molecular cluster, C4H10N2O2 overall in a non-equilibrium geometry, computed with wB97M-V/def2-TZVPD.

The calculation puts the LUMO energy at 0.62 eV. For the molar mass, the calculation gives 118.1 g/mol. The calculation puts the frontier orbital gap at 9.21 eV. The value obtained for the energy above the lowest of the compared OMol25 structures with the same formula, charge and spin is 37.37 kcal/mol. The spin multiplicity is 1.

Cartesian coordinates (Å):
C1 2.857 0.226 -1.687
C2 1.529 -0.186 -1.105
C3 0.530 -1.014 -1.487
N1 -0.468 -0.903 -0.548
C4 0.031 -0.103 0.431
N2 1.221 0.336 0.154
H1 3.486 -0.589 -1.972
H2 2.662 0.807 -2.594
H3 3.252 0.924 -0.956
H4 0.593 -1.765 -2.246
H5 -1.269 -1.515 -0.507
H6 -0.532 0.140 1.318
O1 -3.393 -1.515 0.837
H7 -2.663 -1.290 1.416
H8 -3.983 -0.770 0.771
O2 -0.930 2.599 2.463
H9 -1.554 3.306 2.281
H10 -0.179 2.747 1.882

A 2-piece molecular cluster, C4H10N2O2 overall in a non-equilibrium geometry, computed with wB97M-V/def2-TZVPD.

The calculation puts the LUMO energy at 0.68 eV. For the molar mass, the calculation gives 118.1 g/mol. The calculation puts the frontier orbital gap at 10.52 eV. The value obtained for the energy above the lowest of the compared OMol25 structures with the same formula, charge and spin is 52.62 kcal/mol. The spin multiplicity is 1.

Cartesian coordinates (Å):
H1 2.418 -0.917 -0.451
N1 2.353 0.089 -0.270
C1 1.268 0.502 -0.807
C2 0.839 1.928 -0.826
O1 0.549 -0.375 -1.587
H2 0.356 2.172 0.123
H3 1.709 2.576 -0.959
H4 0.134 2.123 -1.638
H5 -0.159 0.066 -2.083
C3 -0.192 -1.624 1.606
N2 -0.827 -0.379 1.181
C4 -1.745 -0.568 0.308
O2 -2.448 0.498 -0.084
H6 0.697 -1.385 2.197
H7 0.140 -2.226 0.752
H8 -0.870 -2.220 2.225
H9 -2.096 -1.512 -0.129
H10 -2.127 1.252 0.441